ORCA calculation (ωB97M-V/def2-TZVPD) on a 2-piece molecular cluster, C6H9O2 overall in a non-equilibrium geometry.

Structure (XYZ):
```
17
Properties=species:S:1:pos:R:3:forces:R:3
O 0.696 1.334 2.376 -0.471 0.279 -4.075
C 0.496 1.611 1.116 -1.911 4.513 4.235
O -0.071 2.692 0.592 1.978 -3.876 1.497
C 1.827 1.049 0.120 -1.177 0.290 -1.709
C 0.502 0.444 -0.035 1.378 -1.895 -2.863
C 0.372 -1.146 0.362 -2.003 3.146 2.625
C -0.956 -1.501 -1.626 1.532 -1.458 0.529
C -0.068 -2.037 -0.738 -1.125 -0.152 -0.682
H 2.266 2.014 -0.281 -1.118 -1.319 -0.073
H 2.569 0.449 0.605 -0.073 -0.145 0.921
H -2.522 -0.604 0.236 2.143 -1.199 0.649
H -0.213 0.646 -0.908 1.596 0.771 1.918
H -0.452 -1.086 1.242 1.354 -0.455 -2.017
H 1.236 -1.244 1.007 0.625 -0.998 -0.402
H -1.011 -0.478 -1.683 -0.780 2.572 -0.042
H -1.568 -1.853 -2.447 0.327 -1.333 0.027
H -3.103 -0.288 0.061 -2.276 1.258 -0.539
```
Forces are in eV/Å.

lowest unoccupied orbital energy	2.21	eV
molecular weight	113.1	g mol⁻¹
charge	-1
E_HOMO	-2.75	eV
Kohn-Sham gap	4.958	eV
relative energy (zero: lowest compared OMol25 entry of this formula, charge and spin)	779.1	kJ/mol
DFT total energy	-10455.943	eV

Results of the Löwdin charge analysis, in e, for atoms 1 through 2:
1 O -0.04
2 C -0.64

ORCA calculation (ωB97M-V/def2-TZVPD) on C22H33Cl2N4O3Sn as an isolated structure in a non-equilibrium geometry.

Structure (XYZ):
```
65
Properties=species:S:1:pos:R:3:forces:R:3
O -0.230 -1.233 -3.292 -0.755 -0.387 0.985
C 0.076 -0.483 -4.226 -0.113 0.545 -2.583
C -0.514 -0.594 -5.601 1.051 0.531 2.627
C -1.802 -1.156 -5.726 -1.127 -1.111 -1.041
H -2.452 -1.223 -4.847 0.362 -0.122 -0.223
C -2.235 -1.678 -6.954 0.416 0.277 0.904
H -3.188 -2.207 -7.009 0.078 0.172 -0.003
C -1.421 -1.580 -8.093 -0.263 -0.172 -0.274
H -1.704 -2.075 -9.029 0.072 0.271 0.303
C -0.252 -0.803 -8.011 0.649 0.513 0.829
H 0.343 -0.640 -8.914 -0.100 0.054 0.206
C 0.193 -0.284 -6.783 -0.357 -0.116 -1.401
H 1.084 0.348 -6.734 -0.058 -0.331 -0.021
H 0.815 0.328 -4.028 -0.042 -0.310 -0.492
C 2.216 -2.262 -1.121 0.201 -1.238 0.075
C 2.046 -1.335 0.022 -0.535 1.305 0.083
H 2.937 -3.083 -0.880 -0.393 0.389 -0.341
H 2.593 -1.703 -1.993 -0.104 -0.055 0.347
H 1.264 -2.704 -1.449 0.333 0.096 0.106
C 2.887 -1.040 1.002 0.381 -0.302 0.553
C 3.947 -1.951 1.544 0.900 -0.163 -0.549
H 2.860 -0.076 1.523 -0.735 -0.335 0.255
H 4.323 -2.620 0.752 -0.022 0.079 0.401
H 3.571 -2.577 2.370 0.055 0.205 -0.181
H 4.791 -1.361 1.924 0.036 -0.229 0.036
Sn 0.093 -0.246 0.153 2.540 -1.110 -1.600
Cl -1.046 -2.355 -0.144 -0.974 -1.393 0.174
Cl 0.956 1.180 -1.642 0.293 1.334 -0.810
C -0.091 -2.027 3.122 0.225 2.154 -1.396
O 0.010 -0.892 2.569 -0.352 -2.193 1.866
N -0.120 -2.226 4.442 -0.028 0.062 0.415
C -0.179 -1.160 5.442 0.115 -0.240 0.115
C -0.070 -3.583 4.966 -0.132 0.229 -0.062
H -0.180 -2.938 2.510 0.151 0.242 -0.002
H -0.248 -0.167 4.993 0.065 -0.356 -0.084
H 0.708 -1.208 6.090 -0.070 0.085 -0.248
H -1.045 -1.330 6.099 0.074 0.073 -0.265
H -0.019 -4.264 4.117 -0.001 -0.119 0.210
H -0.959 -3.794 5.568 -0.010 -0.040 -0.110
H 0.805 -3.718 5.611 0.001 0.025 -0.176
H 2.151 4.137 3.299 -0.019 -0.156 -0.127
H 1.072 5.694 1.547 -0.064 -0.038 -0.052
C 2.437 3.471 2.473 0.098 -0.010 -0.120
C 1.389 4.980 0.781 0.002 -0.257 0.174
N 1.506 3.644 1.360 0.260 0.717 0.321
H 2.416 2.425 2.803 -0.018 0.378 -0.176
C 0.736 2.653 0.952 0.295 -3.018 0.684
O 0.844 1.468 1.433 0.034 3.151 -0.153
H 0.655 4.947 -0.023 0.089 0.073 0.029
H 0.024 2.857 0.146 0.138 0.123 0.143
H 3.456 3.745 2.163 -0.262 -0.143 -0.009
H 2.350 5.323 0.385 -0.095 -0.182 -0.020
N -1.604 1.322 2.875 0.310 0.057 0.721
C -2.354 1.329 1.756 -0.452 0.079 -1.308
C -3.569 2.055 1.736 -0.120 0.025 -0.115
C -4.446 1.920 0.668 0.947 -0.116 0.272
C -4.046 1.113 -0.410 0.097 -0.256 -0.364
C -2.789 0.527 -0.389 0.098 0.446 0.676
N -1.917 0.666 0.650 -3.014 0.614 1.139
H -0.881 0.611 3.009 -0.184 0.404 -0.238
H -1.925 1.873 3.659 0.082 -0.306 -0.237
H -3.756 2.682 2.610 -0.345 -0.149 -0.253
H -5.406 2.426 0.667 0.117 -0.009 -0.011
H -4.682 0.949 -1.285 0.197 0.082 0.415
H -2.423 -0.097 -1.205 -0.015 0.175 -0.019
```
Forces are in eV/Å.

lowest unoccupied orbital energy (alpha / beta)	1.73 / 1.76	eV
molecular weight	591.1	g mol⁻¹
charge	-1
E_HOMO (alpha / beta)	0.08 / -1.71	eV
Kohn-Sham gap (alpha / beta)	1.648 / 3.473	eV
DFT total energy	-66327.318	eV

Results of the Löwdin charge analysis, in e, for atoms 1 through 2:
1 O -0.16
2 C -0.37

ORCA calculation (ωB97M-V/def2-TZVPD) on C24H67N6O7Ti as an isolated structure in a non-equilibrium geometry.

Structure (XYZ):
```
105
Properties=species:S:1:pos:R:3:forces:R:3
Ti -3.119 26.010 -2.647 0.223 0.891 0.388
O -1.621 27.371 -1.424 -0.719 -0.773 -1.050
H -1.382 28.129 -0.902 -0.349 0.105 0.577
C 2.179 31.144 -1.554 0.280 0.213 0.357
C 1.238 30.139 -0.907 -0.553 0.841 0.405
C 0.091 30.756 -0.088 -0.189 -0.445 0.309
O 0.451 31.265 1.183 -0.131 0.136 -0.523
C 0.565 32.675 1.234 0.112 -0.368 0.562
N 0.614 29.310 -1.928 0.341 -0.216 -0.202
H 2.603 31.815 -0.802 0.035 -0.089 0.041
H 1.709 31.773 -2.311 -0.175 -0.214 -0.070
H 3.020 30.605 -1.994 -0.035 0.090 -0.191
H 1.842 29.585 -0.176 -0.146 -0.252 -0.034
H -0.605 29.938 0.127 -0.015 -0.110 0.050
H -0.505 31.481 -0.649 0.235 0.229 -0.189
H -0.334 33.198 0.890 0.007 -0.155 -0.304
H 1.452 32.991 0.681 -0.101 0.351 0.082
H 0.650 32.896 2.298 0.306 0.226 -0.111
H -0.275 28.891 -1.647 0.809 0.081 -0.231
H 1.255 28.548 -2.121 -0.306 -0.149 -0.293
C -5.411 29.842 -5.703 1.142 -0.093 0.710
C -5.410 31.172 -4.954 -0.840 0.353 0.298
C -4.064 31.681 -4.433 -0.390 -0.892 -1.106
O -3.388 30.693 -3.668 0.093 0.791 -0.171
C -2.075 31.120 -3.349 0.810 -0.704 0.869
N -5.994 32.317 -5.689 -0.341 -0.640 -0.443
H -5.254 29.051 -4.965 -0.040 -0.083 -0.095
H -4.542 29.799 -6.367 -0.300 -0.088 -0.439
H -6.353 29.608 -6.194 0.044 0.308 -0.232
H -6.103 30.996 -4.124 0.204 0.320 0.296
H -4.230 32.635 -3.932 0.190 -0.112 0.334
H -3.455 31.847 -5.332 0.087 0.348 0.016
H -2.084 31.704 -2.429 -0.045 0.481 -0.164
H -1.499 31.600 -4.144 -0.627 0.417 -0.251
H -1.434 30.268 -3.115 -0.378 -0.359 0.072
H -6.901 31.975 -6.000 -0.171 0.377 0.179
H -5.523 32.459 -6.581 0.368 -0.004 0.182
C -1.469 28.606 -5.887 0.103 0.540 -0.002
C -2.291 27.495 -5.267 0.243 -0.271 -1.046
C -1.379 26.284 -4.874 -0.378 2.140 -0.524
O -2.069 25.080 -4.566 -0.235 0.345 1.165
C -2.789 24.435 -5.610 0.965 -0.338 -0.825
N -3.072 27.965 -4.127 0.457 -0.416 0.739
H -0.811 29.097 -5.165 0.305 -0.265 -0.067
H -2.152 29.393 -6.222 -0.050 -0.029 -0.029
H -0.936 28.265 -6.776 0.230 0.041 0.141
H -2.928 27.200 -6.110 -0.461 -0.216 0.424
H -0.880 26.709 -3.996 0.121 -0.963 0.467
H -0.588 26.207 -5.623 -0.212 -0.660 -0.223
H -3.359 23.592 -5.228 -0.387 0.515 0.498
H -2.081 23.931 -6.278 0.203 0.359 -0.143
H -3.362 25.152 -6.194 -0.347 -0.177 0.127
H -2.421 28.044 -3.337 0.379 -0.096 0.138
H -3.326 28.969 -4.160 -0.362 -0.834 -0.617
C 1.482 26.838 0.912 0.915 0.108 -0.028
C 1.787 26.043 -0.365 -0.835 -0.511 0.542
C 2.608 24.767 -0.090 0.454 1.699 0.808
O 3.801 25.058 0.654 -0.012 0.007 -0.148
C 4.789 25.746 -0.066 -0.207 0.371 -0.421
N 0.548 25.586 -0.986 -0.072 -0.118 -0.297
H 1.253 26.161 1.736 -0.173 -0.008 -0.003
H 0.653 27.529 0.754 -0.098 -0.061 -0.050
H 2.344 27.437 1.222 -0.005 -0.050 0.094
H 2.330 26.671 -1.077 -0.079 0.029 -0.055
H 2.797 24.318 -1.067 0.111 -0.540 0.218
H 2.072 24.172 0.647 -0.370 -0.474 -0.569
H 5.279 25.062 -0.767 0.294 0.111 0.064
H 5.486 26.229 0.618 0.159 -0.515 0.166
H 4.392 26.589 -0.645 -0.201 -0.135 -0.101
H -0.130 26.346 -1.037 0.066 0.113 -0.410
H 0.069 24.931 -0.374 0.243 -0.265 0.118
C -2.868 26.007 3.281 0.471 -0.111 0.002
C -2.173 25.614 1.968 -0.220 0.299 -0.074
C -1.898 24.105 2.015 -0.577 0.693 0.035
O -1.238 23.596 0.876 -0.340 0.129 0.022
C -0.732 22.298 1.077 1.517 0.133 -0.165
N -3.066 26.008 0.863 0.028 -0.797 -0.291
H -2.205 25.943 4.147 0.102 -0.134 -0.077
H -3.712 25.337 3.450 -0.126 0.137 -0.012
H -3.220 27.038 3.252 -0.118 -0.033 -0.184
H -1.258 26.192 1.824 0.452 -0.307 0.437
H -2.887 23.640 2.094 0.013 -0.263 0.144
H -1.328 23.911 2.929 0.102 -0.154 0.006
H -1.373 21.560 1.560 -0.498 0.260 -0.165
H 0.190 22.362 1.672 -0.132 -0.003 0.346
H -0.360 21.939 0.117 -0.468 -0.116 -0.132
H -2.865 26.980 0.667 -0.121 0.082 0.016
H -2.732 25.549 0.009 -0.066 0.032 0.397
C -4.122 29.574 0.875 -0.280 -0.318 -0.271
C -4.986 28.694 -0.041 0.212 0.609 -0.084
C -6.296 29.384 -0.431 0.337 -0.341 0.299
O -7.156 29.453 0.683 -0.135 -0.400 0.122
C -8.212 30.365 0.494 0.623 0.347 -0.193
N -4.255 28.378 -1.270 -0.757 -0.235 -0.553
H -3.091 29.267 0.696 0.140 -0.061 0.597
H -4.442 29.445 1.908 0.310 0.247 0.095
H -4.161 30.624 0.577 -0.190 0.043 0.091
H -5.246 27.773 0.482 0.094 -0.080 -0.092
H -6.724 28.775 -1.236 -0.269 0.307 -0.130
H -6.110 30.421 -0.741 0.194 -0.110 -0.463
H -8.838 30.312 1.381 -0.164 0.051 -0.134
H -8.769 30.196 -0.434 -0.200 -0.379 0.146
H -7.788 31.372 0.379 -0.145 0.131 0.238
H -3.284 28.098 -1.142 0.012 0.128 0.337
H -4.242 29.193 -1.876 0.002 -0.033 -0.091
```
Forces are in eV/Å.

⟨S²⟩	3.751
lowest unoccupied orbital energy (alpha / beta)	0.51 / 0.44	eV
molecular weight	599.7	g mol⁻¹
E_HOMO (alpha / beta)	-4.95 / -8.38	eV
Kohn-Sham gap (alpha / beta)	5.460 / 8.823	eV
relative energy (zero: lowest compared OMol25 entry of this formula, charge and spin)	0.0	kJ/mol
DFT total energy	-72356.532	eV
2S+1	4

Results of the Löwdin charge analysis, in e, for atoms 1 through 2:
1 Ti 0.70
2 O -0.45

> molecular weight of number 1 (C6H9O2)?

113.1 g mol⁻¹

> The lowest DFT total energy belongs to which entry?

C24H67N6O7Ti

> molecular weight of number 1 (C6H9O2)?

113.1 g mol⁻¹